No. 1
A structure of composition C20H26AsMoN5O3, computed with the ωB97M-V functional and the def2-TZVPD basis.

The net charge is 0. As for the energy above the lowest of the compared OMol25 structures with the same formula, charge and spin: 25.1 kcal/mol. Its total energy is -3581.1620 Ha. For the HOMO-LUMO gap (alpha / beta), the calculation gives 5.930 / 5.929 eV. The calculation puts the highest occupied orbital energy (alpha / beta) at -6.31 / -6.31 eV. The calculation puts the LUMO energy (alpha / beta) at -0.4 / -0.4 eV.

XYZ file:
```
56
Properties=species:S:1:pos:R:3:lowdin_charge:R:1
Mo -0.91 0.88 0.71 1.5552
N 4.92 -5.63 -5.33 0.1541
C 4.25 -4.96 -4.68 -0.1842
C 3.41 -4.12 -3.88 -0.2321
C 3.98 -3.13 -3.08 -0.0161
C 3.17 -2.32 -2.30 -0.0098
C 1.78 -2.49 -2.32 -0.1921
C 1.22 -3.48 -3.11 -0.0073
C 2.03 -4.29 -3.89 -0.0122
C 0.92 -1.62 -1.47 -0.0631
C 0.93 -1.87 -0.09 -0.2778
C 1.57 -2.94 0.58 -0.0276
C 1.16 -2.88 1.90 -0.0707
C 0.24 -1.81 1.97 -0.1686
N 0.11 -1.18 0.80 -0.0789
C 0.14 -0.67 -2.11 -0.2576
C 0.09 -0.46 -3.52 -0.0377
C -0.79 0.56 -3.76 -0.0652
C -1.25 0.96 -2.47 -0.1599
N -0.71 0.24 -1.49 -0.0471
H 5.05 -3.00 -3.07 0.1200
H 3.61 -1.56 -1.67 0.1230
H 0.15 -3.61 -3.12 0.1317
H 1.59 -5.06 -4.51 0.1214
H 2.23 -3.66 0.14 0.1079
H 1.42 -3.55 2.71 0.0904
H -0.31 -1.51 2.84 0.1023
H 0.66 -1.01 -4.26 0.1056
H -1.08 0.99 -4.70 0.0895
H -1.94 1.75 -2.23 0.0897
C -2.24 3.76 4.40 -0.1986
As -2.02 3.29 2.55 0.9966
C -1.28 4.82 1.67 -0.1986
C -3.77 3.01 1.83 -0.1868
O -0.93 2.01 2.54 -0.6215
H -2.88 4.63 4.50 0.0400
H -1.26 3.97 4.83 0.0430
H -2.68 2.91 4.91 0.0410
H -1.95 5.68 1.77 0.0430
H -1.15 4.57 0.62 0.0229
H -0.32 5.06 2.13 0.0423
H -4.44 3.66 2.39 0.0441
H -4.05 1.97 1.95 0.0213
H -3.76 3.27 0.77 0.0394
N 2.20 0.91 1.41 -0.0107
N 1.28 1.53 0.50 -0.1394
H 3.15 1.08 1.12 0.0747
H 2.03 -0.09 1.38 0.0363
H 1.55 1.41 -0.47 0.0941
H 1.26 2.52 0.72 0.0863
C -2.98 -0.15 2.81 -0.2767
O -2.28 -0.25 1.62 -0.4752
H -2.77 0.77 3.39 0.0283
H -2.73 -0.98 3.49 0.0719
H -4.06 -0.20 2.64 0.0721
O -1.53 2.26 -0.05 -0.5725
```

No. 2
A structure of composition C20H26BBeCs2F10ILiN2O17S2, computed with the ωB97M-V functional and the def2-TZVPD basis.

The net charge is +1. Its total energy is -4345.7066 Ha. For the HOMO-LUMO gap, the calculation gives 1.335 eV. The calculation puts the highest occupied orbital energy at -8.42 eV. The calculation puts the LUMO energy at -7.1 eV.

XYZ file:
```
83
Properties=species:S:1:pos:R:3:lowdin_charge:R:1
C 6.54 0.90 3.61 -0.0972
O 5.53 1.95 3.83 -0.2251
C 5.18 2.66 2.59 -0.2199
C 3.54 2.91 2.42 -0.1682
C 2.80 3.20 3.85 -0.2314
S 0.93 3.32 3.78 0.6762
O 0.38 3.14 5.22 -0.4000
O 0.60 4.82 3.39 -0.4039
N 0.17 2.33 2.57 -0.3708
S 0.37 0.62 2.88 0.2966
O 0.67 0.25 4.35 -0.4058
O 1.47 -0.01 1.98 -0.4558
I -1.74 -0.51 2.26 0.6146
H 7.63 1.32 3.76 0.1182
H 6.40 0.34 2.57 0.0367
H 6.37 0.05 4.43 0.1362
H 5.65 3.75 2.68 0.1415
H 5.67 2.19 1.61 0.1104
H 3.07 2.05 1.78 0.0867
H 3.45 3.90 1.77 0.1382
H 3.20 4.27 4.22 0.1459
H 3.07 2.45 4.71 0.1255
Li 5.26 -0.08 1.63 0.7482
Be -1.94 -1.76 -0.33 0.7465
B -1.92 -5.22 -4.68 -0.9415
O -0.53 -4.96 -4.30 0.2548
C -0.55 -4.22 -3.19 -0.3878
O 0.44 -3.83 -2.60 0.1586
C -1.92 -3.97 -2.81 -0.3384
O -2.28 -3.32 -1.84 -0.0017
O -2.75 -4.55 -3.68 0.2687
F -2.18 -6.66 -4.68 0.0888
F -2.19 -4.67 -6.00 0.0863
C 4.45 2.65 -3.97 -0.0359
C 4.06 1.76 -2.78 -0.4210
C 5.06 1.74 -1.64 -0.2757
F 6.27 1.26 -2.02 0.0953
F 4.63 0.92 -0.64 0.0685
F 3.79 0.50 -3.24 0.1369
F 2.87 2.23 -2.30 0.1163
O 5.05 1.98 -5.09 0.0441
C 6.46 1.78 -4.98 -0.4865
C 6.84 0.29 -4.94 -0.2735
F 6.27 -0.34 -3.89 0.1228
F 8.19 0.14 -4.79 0.0724
F 6.94 2.48 -3.92 0.1407
F 7.00 2.36 -6.08 -0.3158
H 3.51 3.05 -4.38 0.1598
H 5.01 3.53 -3.67 0.1524
H 5.20 2.73 -1.22 0.1829
H 6.54 -0.22 -5.85 0.1819
N -5.04 -2.48 0.20 -0.2626
C -5.31 -2.86 -1.07 -0.0991
C -6.59 -3.09 -1.54 -0.0015
C -7.66 -2.93 -0.66 -0.0043
C -7.41 -2.54 0.65 -0.0572
C -6.09 -2.33 1.03 -0.6581
H -4.44 -2.97 -1.71 0.0912
H -6.75 -3.39 -2.57 0.1298
H -8.67 -3.11 -1.00 0.1326
H -8.22 -2.41 1.36 0.1283
H -5.85 -2.02 2.04 -0.0889
O 8.36 3.29 2.55 -0.2951
H 7.49 3.22 2.91 -0.1739
Cs -4.67 -3.45 2.33 1.5336
C 4.49 -4.06 1.82 -0.8650
O 4.69 -2.84 2.02 -0.0876
O 3.84 -4.60 2.84 0.0786
O 4.79 -4.81 0.86 0.0216
H 3.81 -3.74 3.31 0.1004
Cs 8.83 2.10 -7.45 1.3611
C -8.39 0.63 1.52 -0.0523
O -9.71 0.40 1.04 -0.0150
C -10.67 1.14 1.65 -0.5562
O -10.49 1.95 2.54 0.1198
O -11.87 0.81 1.09 -0.0100
C -12.98 1.52 1.64 -0.0448
H -7.71 -0.01 0.97 0.0648
H -8.10 1.67 1.36 0.1090
H -8.32 0.37 2.59 0.1032
H -12.87 2.60 1.48 0.1023
H -13.09 1.29 2.71 0.1012
H -13.88 1.18 1.13 0.0975
```

No. 3
A structure of composition C20H26BN7O4PtS4, computed with the ωB97M-V functional and the def2-TZVPD basis.

The net charge is 0. As for the energy above the lowest of the compared OMol25 structures with the same formula, charge and spin: 25.9 kcal/mol. Its total energy is -3199.0444 Ha. For the HOMO-LUMO gap, the calculation gives 7.907 eV. The calculation puts the highest occupied orbital energy at -7.66 eV. The calculation puts the LUMO energy at 0.3 eV.

XYZ file:
```
63
Properties=species:S:1:pos:R:3:lowdin_charge:R:1
Pt 0.24 -0.36 -1.45 0.5985
C -0.26 2.85 -4.23 -0.0282
N -1.39 1.97 -3.95 -0.1122
C -2.70 2.38 -3.86 -0.0389
C -3.42 1.27 -3.60 -0.0482
N -2.57 0.19 -3.53 0.0082
B -3.06 -1.28 -3.29 -0.4209
N -3.10 -1.57 -1.74 0.0091
C -4.19 -1.37 -0.94 -0.0470
C -3.89 -1.78 0.31 -0.0352
N -2.60 -2.24 0.27 -0.1017
C -1.84 -2.78 1.39 -0.0136
C -2.13 -2.10 -0.99 -0.6549
S -0.51 -2.49 -1.48 0.6293
C -1.32 0.64 -3.74 -0.6533
S 0.17 -0.27 -3.72 0.5868
H -0.51 3.84 -3.86 0.0954
H -0.06 2.89 -5.30 0.0968
H 0.61 2.47 -3.71 0.0534
H -2.98 3.40 -3.99 0.1230
H -4.48 1.14 -3.47 0.1188
H -2.33 -2.05 -3.83 0.0585
H -4.21 -1.32 -3.67 0.0730
H -5.11 -0.96 -1.33 0.1196
H -4.47 -1.81 1.22 0.1215
H -2.40 -2.57 2.30 0.0961
H -0.87 -2.29 1.43 0.0626
H -1.70 -3.85 1.28 0.0967
O 2.13 -0.40 4.15 0.0464
C 0.84 -0.04 4.14 -0.2704
C 0.23 0.23 5.37 -0.0153
C -1.09 0.62 5.43 -0.0850
C -1.85 0.75 4.26 -0.0945
C -1.26 0.47 3.05 -0.0409
C 0.08 0.08 2.96 -0.0906
C 0.65 -0.21 1.62 -0.4704
O -0.16 -0.14 0.63 -0.2171
N 1.93 -0.49 1.57 -0.0133
N 2.37 -0.70 0.27 -0.1104
C 3.50 -1.26 0.15 -0.9189
S 4.47 -1.84 1.51 0.9276
C 5.92 -2.25 0.49 -0.5353
C 5.42 -2.70 -0.87 -0.5353
S 4.21 -1.49 -1.44 0.9078
H 2.39 -0.56 3.21 0.0403
H 0.83 0.13 6.26 0.1163
H -1.54 0.83 6.39 0.1024
H -2.88 1.06 4.31 0.0969
H -1.81 0.57 2.12 0.1151
H 6.47 -3.04 1.00 0.0756
H 6.56 -1.37 0.40 0.0736
H 4.96 -3.68 -0.81 0.0778
H 6.23 -2.73 -1.60 0.0773
N 2.36 2.52 0.77 0.0365
C 0.99 3.02 0.76 -0.1342
C 0.24 2.56 -0.47 -0.5074
O -0.87 2.86 -0.77 0.1322
O 1.00 1.76 -1.29 -0.0923
H 3.03 3.23 1.03 0.0904
H 1.90 1.72 -0.87 0.0930
H 2.46 1.72 1.38 0.0668
H 0.97 4.11 0.74 0.1349
H 0.40 2.71 1.62 0.1272
```

| no. | largest force on an atom (eV Å⁻¹) |
| --- | --- |
| 1 | 0.53 |
| 2 | 13.87 |
| 3 | 0.29 |